A structure of composition C63H130F15N9O11S5 in a non-equilibrium geometry. Source: OMol25; level of theory: ωB97M-V/def2-TZVPD.

Values from the calculation:
Strongest force on any atom ... 4.0 eV/A
LUMO energy ... -0.271 Ha
HOMO-LUMO gap ... 0.2801 Ha
Total charge ... +4
Energy ... -7286.46533 Ha
ΔE to the lowest compared entry with this formula, charge and spin ... 153.2 kJ/mol

Cartesian coordinates (Å):
C1 -5.8615 5.1304 2.5964
C2 -5.6375 3.9696 3.5042
C3 -5.6485 2.6384 2.7920
C4 -4.5474 2.6350 1.7586
N1 -4.3370 1.2217 1.1978
C5 -3.4783 1.3951 -0.1101
C6 -4.5001 1.5819 -1.2161
C7 -5.9587 1.3773 -0.6050
C8 -5.6948 0.6134 0.6764
C9 -3.7146 0.2676 2.1108
H1 -5.0353 5.2231 1.8749
H2 -5.7652 6.0893 3.1218
H3 -6.8565 5.0908 2.1558
H4 -6.3048 3.9507 4.3788
H5 -4.6263 4.1274 3.8912
H6 -6.6185 2.5354 2.2994
H7 -5.5912 1.8317 3.5346
H8 -3.5981 2.9676 2.1895
H9 -4.7220 3.2781 0.8955
H10 -3.0531 0.4054 -0.2649
H11 -2.7756 2.2141 0.0517
H12 -4.3562 0.8766 -2.0330
H13 -4.3380 2.5444 -1.7059
H14 -6.6693 0.8883 -1.2834
H15 -6.3646 2.3311 -0.2505
H16 -5.4168 -0.4223 0.5496
H17 -6.5454 0.7038 1.3578
H18 -4.4240 0.1044 2.9299
H19 -2.8936 0.7797 2.6220
H20 -3.4995 -0.6907 1.6227
C10 4.4146 3.8575 -4.8949
C11 4.7819 3.6357 -3.4683
C12 4.7587 2.1443 -3.1372
C13 4.8333 2.0308 -1.6220
N2 5.2003 0.6058 -1.2272
C14 5.0663 0.4935 0.2931
C15 5.9114 -0.7624 0.6292
C16 7.0746 -0.7263 -0.3768
C17 6.6449 0.2230 -1.5546
C18 4.2520 -0.4398 -1.8751
H21 3.3748 3.5341 -5.0562
H22 5.1260 3.4583 -5.6238
H23 4.3733 4.9397 -5.1458
H24 4.0616 4.1172 -2.7926
H25 5.7587 4.0501 -3.2032
H26 5.5200 1.5242 -3.6474
H27 3.7654 1.7259 -3.3664
H28 3.8007 2.1455 -1.2219
H29 5.5208 2.7669 -1.1657
H30 4.0117 0.4083 0.5794
H31 5.5061 1.3936 0.7156
H32 5.2486 -1.6020 0.4086
H33 6.3295 -0.7305 1.6436
H34 7.4608 -1.7087 -0.6736
H35 7.9550 -0.3162 0.1406
H36 6.6572 -0.3133 -2.5170
H37 7.2370 1.1535 -1.5668
H38 3.2679 -0.2853 -1.4521
H39 4.6276 -1.4461 -1.6584
H40 4.2724 -0.3064 -2.9593
C19 -2.8535 6.3569 -4.2757
C20 -1.5688 5.5440 -4.1914
C21 -2.1242 4.1647 -3.8940
N3 -1.0554 3.1206 -4.0011
C22 -0.1443 3.2612 -2.7861
C23 -0.3427 3.1596 -5.3455
C24 0.2534 1.7415 -5.4494
C25 -0.5468 0.8473 -4.4725
C26 -1.6476 1.7498 -3.8987
H41 -2.6648 7.4072 -4.4727
H42 -3.4228 6.2811 -3.3610
H43 -3.4962 5.9874 -5.0766
H44 -0.9354 5.9163 -3.3779
H45 -1.0087 5.6207 -5.1250
H46 -2.8354 3.8640 -4.6669
H47 -2.5418 4.1542 -2.8787
H48 0.3368 4.2260 -2.8220
H49 0.5722 2.4380 -2.7002
H50 -0.7711 3.2442 -1.9045
H51 0.3929 3.9667 -5.2848
H52 -1.1232 3.3335 -6.0863
H53 1.2552 1.8037 -4.9966
H54 0.3058 1.3398 -6.4584
H55 0.1114 0.5390 -3.6519
H56 -0.9370 0.0044 -5.0573
H57 -1.9080 1.5538 -2.8536
H58 -2.5723 1.7087 -4.4728
C27 -1.0562 -3.9863 -4.8550
C28 -2.1215 -2.9432 -5.2300
C29 -3.4259 -3.6590 -4.9781
N4 -4.5466 -2.6840 -5.2107
C30 -4.6824 -2.4121 -6.6587
C31 -4.5105 -1.4302 -4.4215
C32 -5.9714 -1.0057 -4.3993
C33 -6.7410 -2.3370 -4.2378
C34 -5.8859 -3.4047 -4.8407
H59 -0.0640 -3.5321 -4.8757
H60 -0.9815 -4.8801 -5.4795
H61 -1.2381 -4.1685 -3.7969
H62 -2.0005 -2.6185 -6.2600
H63 -2.0996 -2.1317 -4.5055
H64 -3.4081 -3.8899 -3.9096
H65 -3.6682 -4.5658 -5.5195
H66 -4.7088 -3.2906 -7.2920
H67 -3.7959 -1.8346 -7.0006
H68 -5.5289 -1.7479 -6.8267
H69 -3.8503 -0.7248 -4.9258
H70 -4.1439 -1.6438 -3.4086
H71 -6.2395 -0.4499 -5.3099
H72 -6.2140 -0.3126 -3.6125
H73 -7.7378 -2.2818 -4.6562
H74 -6.9074 -2.5168 -3.1659
H75 -6.3094 -3.7066 -5.8024
H76 -5.6466 -4.3126 -4.2824
C35 -1.5151 -6.6835 1.8145
C36 -0.0702 -6.4165 1.4447
C37 0.1162 -6.3896 -0.0942
N5 1.5485 -5.9149 -0.3413
C38 2.6714 -6.8536 0.0154
C39 1.8583 -4.5243 0.2844
C40 2.8831 -3.9398 -0.6703
C41 2.6127 -4.5518 -2.0477
C42 1.5681 -5.6414 -1.8433
H77 -1.4734 -6.6947 2.9079
H78 -1.8664 -7.6286 1.3944
H79 -2.2785 -6.0074 1.4188
H80 0.5439 -7.2522 1.8116
H81 0.2095 -5.4245 1.8588
H82 -0.5946 -5.7730 -0.6478
H83 0.0161 -7.3851 -0.5495
H84 3.6225 -6.4838 -0.3803
H85 2.4118 -7.8047 -0.4554
H86 2.8369 -6.8832 1.1127
H87 2.2661 -4.5860 1.2981
H88 0.8978 -4.0025 0.2105
H89 3.8619 -4.3002 -0.3206
H90 2.9379 -2.8483 -0.6302
H91 3.5207 -4.9001 -2.5344
H92 2.1451 -3.8141 -2.7292
H93 1.9247 -6.5715 -2.2917
H94 0.5829 -5.4643 -2.3095
C43 -2.0904 0.5647 6.9240
C44 -2.2810 -0.4715 5.8274
C45 -0.9821 -1.1481 5.6892
N6 -1.1197 -2.4795 5.0012
C46 -1.8652 -2.4053 3.7250
C47 -1.7658 -3.4632 6.0261
C48 -1.0597 -4.7595 5.6585
C49 0.3915 -4.2833 5.5407
C50 0.2539 -3.0267 4.6495
H95 -2.9539 1.2025 7.1923
H96 -1.4452 1.3674 6.5285
H97 -1.7124 -0.0023 7.7863
H98 -2.5553 0.0367 4.9099
H99 -3.0641 -1.1890 6.0342
H100 -0.5001 -1.3579 6.6333
H101 -0.2809 -0.5463 5.0939
H102 -1.9507 -3.4193 3.3166
H103 -1.2555 -1.8760 2.9916
H104 -2.8565 -2.0204 3.9308
H105 -2.8286 -3.4715 5.7911
H106 -1.4904 -3.1598 7.0347
H107 -1.4074 -5.2271 4.7214
H108 -1.1788 -5.4914 6.4641
H109 1.0129 -4.9620 4.9458
H110 0.8949 -4.1238 6.4946
H111 0.2525 -3.2919 3.5767
H112 0.9802 -2.2548 4.8834
C51 4.4511 2.4629 4.5935
C52 5.7522 1.8742 4.2028
C53 6.8536 2.2877 5.1293
N7 8.1893 2.2662 4.4397
C54 8.4487 3.4408 3.4703
C55 8.4824 0.9306 3.6524
C56 9.9809 0.9674 3.5157
C57 10.5062 1.7803 4.7411
C58 9.3058 2.3840 5.4828
H113 4.2325 2.1989 5.6263
H114 3.6000 2.1313 4.0112
H115 4.4780 3.5467 4.5859
H116 6.0354 2.2418 3.2140
H117 5.7081 0.7815 4.0924
H118 6.9959 1.5595 5.9395
H119 6.6496 3.2996 5.4967
H120 7.7459 3.3909 2.6314
H121 9.4337 3.4507 3.0054
H122 8.3533 4.3530 4.0558
H123 8.0012 1.0723 2.6897
H124 8.0804 0.0799 4.2261
H125 10.2827 1.3532 2.5304
H126 10.4882 0.0000 3.5266
H127 11.2729 2.4945 4.4129
H128 11.1297 1.2065 5.4236
H129 9.4057 3.4453 5.7064
H130 9.0345 1.7138 6.3078
C59 -4.6367 -6.1363 -1.1689
F1 -4.7559 -4.7213 -1.4760
F2 -4.0641 -6.1369 0.1041
F3 -5.8610 -6.6161 -1.0564
S1 -3.6710 -6.9546 -2.3862
O1 -2.3146 -6.3712 -2.1567
O2 -3.8151 -8.3114 -2.0198
O3 -4.2324 -6.5270 -3.6259
C60 -2.2784 -2.8692 -0.4999
F4 -2.2784 -3.7650 -1.4880
F5 -3.5071 -2.2746 -0.3434
F6 -1.8651 -3.4425 0.6575
S2 -1.1130 -1.5590 -1.0626
O4 0.0333 -2.3230 -1.3927
O5 -1.8830 -0.8231 -2.0005
N8 -0.9362 -0.7236 0.3544
S3 0.6064 -0.0773 0.4488
O6 1.5239 -0.9386 1.1320
O7 0.9880 0.6997 -0.6898
C61 0.3154 1.1731 1.7174
F7 -0.0973 0.7837 2.9529
F8 1.5729 1.7056 1.8281
F9 -0.5286 2.1416 1.3465
C62 -4.1057 8.3250 1.2726
F10 -3.9603 9.6494 1.0849
F11 -3.5056 7.9300 2.3844
F12 -5.4282 7.9945 1.4118
S4 -3.3813 7.4495 -0.2675
O8 -4.1399 6.2411 -0.3611
O9 -3.3221 8.3619 -1.3408
N9 -1.8572 7.0884 0.1991
S5 -1.6587 5.5722 0.7566
O10 -2.4362 5.2099 1.9180
O11 -1.3776 4.5290 -0.2438
C63 0.0134 5.7495 1.4568
F13 1.0116 5.7129 0.4892
F14 0.2415 6.7979 2.2047
F15 0.2015 4.6478 2.2294

Forces on the atoms, in the same order (eV/Å):
C 0.15 1.16 -0.19
C 0.75 0.13 1.18
C -0.63 0.31 -0.07
C 0.27 -1.15 0.30
N -0.90 0.64 -1.89
C -1.47 -1.34 0.91
C -1.14 0.67 -0.62
C 1.38 0.55 0.14
C 1.07 0.31 -0.22
C -0.43 0.44 1.56
H -0.61 -0.24 -0.24
H -0.33 -0.32 0.17
H 0.10 0.14 -0.43
H 0.03 0.04 -0.40
H 0.05 -0.23 0.39
H -0.06 -0.05 -0.01
H 0.31 0.02 -0.27
H 0.05 -0.16 -0.08
H -0.22 -0.02 0.17
H 0.65 0.45 0.25
H 0.05 -0.26 -0.03
H 0.16 -0.41 0.19
H -0.51 0.22 0.24
H 0.28 0.16 0.27
H -0.12 0.00 -0.63
H -0.27 -0.43 -0.29
H 0.68 -0.02 0.30
H -0.08 -0.25 -0.22
H 0.45 -0.43 -0.55
H 0.26 0.54 0.06
C -0.59 1.78 -1.01
C 0.22 -0.57 0.44
C -0.42 0.06 0.66
C -0.71 -1.01 -0.26
N -0.34 -0.49 0.50
C 0.84 -0.81 -0.24
C -0.39 0.62 -0.70
C 0.74 0.61 0.08
C -0.10 -0.59 0.71
C 0.98 0.67 0.17
H 0.42 -0.36 -0.28
H -0.30 -0.40 0.21
H 0.13 -0.49 0.31
H 0.04 0.08 -0.20
H 0.02 0.00 -0.17
H -0.18 0.57 0.11
H 0.35 0.19 -0.54
H 0.76 0.30 -0.01
H -0.15 -0.68 -0.03
H 0.22 0.12 -0.18
H -0.04 0.14 -0.02
H 0.34 -0.28 0.69
H -0.66 -0.34 -0.17
H -0.62 0.14 -0.28
H -0.26 0.27 -0.29
H 0.09 0.59 0.32
H -0.25 -0.52 -0.22
H -0.26 0.01 -0.06
H -0.04 0.36 0.13
H -0.07 0.06 0.31
C 0.02 0.74 -0.44
C -0.92 0.34 0.33
C 1.11 0.00 -0.54
N 0.09 -0.48 1.25
C 0.02 -0.12 -0.50
C -0.14 -0.76 0.87
C 0.71 0.60 1.08
C -0.31 0.06 -0.36
C 0.20 -0.45 -0.16
H 0.00 0.11 0.09
H -0.11 0.11 0.38
H 0.07 0.00 -0.11
H -0.15 -0.10 -0.08
H -0.13 -0.18 0.03
H -0.27 0.24 0.27
H -0.02 -0.21 -0.32
H 0.26 0.16 -0.08
H -0.13 0.21 -0.37
H -0.16 0.08 0.10
H -0.24 -0.22 -0.40
H 0.18 0.24 -0.05
H 0.00 -0.09 -0.74
H 0.04 0.23 0.04
H -0.33 -0.43 -0.34
H -0.02 -0.03 0.74
H 0.17 -0.01 -0.24
H 0.06 0.17 -0.23
C 0.88 1.17 0.43
C 0.43 -1.81 -0.34
C -0.08 1.37 0.69
N -1.39 -2.18 -0.37
C 1.38 1.91 -0.90
C -0.30 0.27 0.14
C -0.33 0.08 -0.47
C -0.42 0.77 1.43
C 0.47 -0.17 -1.10
H 0.11 0.12 -0.17
H -0.56 0.08 0.25
H 0.08 -0.87 -0.03
H 0.02 0.26 0.01
H 0.39 0.28 -0.23
H -0.48 -0.27 -0.09
H 0.29 -0.08 -0.23
H -0.30 -0.35 0.41
H -0.47 -0.31 0.29
H -0.14 -0.40 -0.04
H 0.01 0.00 0.16
H 0.04 -0.11 -0.30
H 0.06 -0.40 0.09
H 0.13 0.18 0.52
H -0.07 -0.07 -0.30
H 0.20 -0.04 -0.22
H 0.16 -0.23 0.25
H -0.11 0.33 0.33
C -0.14 -0.39 0.17
C -0.60 0.11 -1.63
C 0.77 -0.50 1.77
N -0.33 1.49 -0.79
C -0.33 -0.01 0.27
C -0.74 -0.34 -1.05
C 0.99 -0.38 0.34
C -0.90 1.24 -0.85
C 1.32 -1.06 -0.44
H -0.85 -0.28 -0.09
H 0.23 -0.27 0.46
H 0.57 0.48 0.28
H 0.00 0.56 0.31
H 0.18 -0.71 -0.07
H 0.23 0.29 0.25
H 0.12 0.17 0.23
H -0.40 0.02 -0.32
H 0.31 -0.07 0.47
H -0.62 -0.31 -0.68
H -0.51 -0.27 -0.18
H 0.31 0.14 0.34
H -0.05 0.23 -0.12
H -0.40 -0.17 -0.05
H -0.03 -0.13 0.09
H 0.42 -0.18 0.35
H -0.19 -0.03 -0.03
H 0.30 0.24 0.89
C -0.54 0.88 0.00
C -0.91 1.14 0.32
C 1.05 -0.35 -1.46
N 0.51 0.04 0.55
C -0.21 -0.73 -0.05
C 0.30 -0.51 -2.08
C 0.35 -0.40 0.78
C 0.38 -0.26 -1.58
C -0.08 -0.61 1.07
H -0.07 -1.02 -0.01
H 0.60 -0.64 0.50
H 0.05 0.95 0.09
H -0.05 -0.01 -0.32
H -0.32 -0.08 0.38
H 0.06 -0.03 0.31
H -0.21 -0.10 0.12
H -0.15 0.10 0.28
H -0.38 0.53 0.14
H -0.02 0.28 -0.38
H -0.02 0.07 0.55
H -0.32 0.18 -0.14
H -0.02 0.37 0.37
H -0.04 0.04 -0.23
H -0.08 -0.26 0.47
H -0.23 0.21 -0.01
H 0.14 0.22 0.62
H 0.13 -0.02 -0.29
C -1.00 0.24 0.99
C 0.51 -0.56 -1.33
C 0.54 -0.35 -0.12
N 1.31 0.22 -0.73
C -0.90 -0.34 0.15
C -0.21 1.18 0.76
C 1.20 -0.37 0.31
C 1.26 0.43 -0.34
C 0.10 -1.03 -1.33
H -0.14 -0.09 0.19
H 0.00 -0.07 -0.30
H 0.01 0.24 -0.21
H -0.18 0.05 -0.23
H -0.05 0.18 0.22
H -0.35 0.50 0.07
H 0.38 -0.22 0.17
H -0.14 0.15 0.45
H 0.13 -0.53 0.53
H -0.27 0.03 -0.18
H -0.33 -0.39 0.05
H 0.11 0.46 -0.18
H -0.13 0.41 0.51
H -0.58 -0.22 0.12
H -0.63 0.35 -0.09
H -0.44 -0.53 0.07
H -0.03 -0.30 0.53
H -0.01 0.68 0.04
C -1.02 2.93 2.33
F -0.01 -2.11 0.40
F -0.69 -0.09 -1.63
F 0.39 0.33 -0.06
S 3.70 0.62 -0.56
O -1.32 -0.54 0.01
O -0.11 -1.22 0.37
O -0.80 0.54 -0.97
C -0.17 0.57 -0.26
F -0.46 0.48 1.02
F 1.05 -1.20 0.15
F -0.71 0.32 -0.90
S -1.09 0.34 3.77
O 1.62 -0.35 -1.11
O -0.16 0.54 -1.39
N 2.32 0.18 -1.50
S -3.66 -1.29 1.00
O 0.89 -0.52 -0.40
O 0.65 -0.12 -0.68
C -0.02 2.13 0.96
F 0.54 -0.41 -1.02
F -0.87 -0.08 0.42
F 0.51 -0.75 -0.14
C -0.77 0.23 -0.69
F -0.31 -1.07 0.51
F 0.15 0.25 -0.20
F 1.34 0.68 -0.48
S 1.39 -0.63 1.71
O -0.86 -0.79 -0.35
O -0.25 0.76 -0.52
N -0.44 -1.78 0.24
S 0.37 1.47 -0.72
O -0.22 -0.36 -0.48
O -0.92 0.59 0.49
C 1.97 -0.49 -0.33
F -1.22 0.02 0.82
F -0.32 0.33 0.04
F 0.08 0.24 -0.27

Mulliken population analysis, charges in e, atoms 1 to 99: C -0.90; C -0.61; C -1.13; C -0.47; N 0.80; C 0.57; C 0.52; C -0.82; C -0.80; C -1.10; H 0.02; H 0.42; H 0.35; H 0.44; H 0.28; H 0.34; H 0.39; H 0.12; H 0.49; H -0.34; H -0.28; H -0.64; H 0.25; H 0.57; H 0.31; H 0.44; H 0.48; H 0.75; H 0.33; H -0.02; C -1.11; C -0.42; C -0.09; C -0.90; N 0.84; C -0.13; C -0.23; C -0.76; C -0.50; C -1.34; H 0.03; H 0.38; H 0.41; H 0.34; H 0.37; H 0.34; H -0.03; H 0.29; H 0.48; H -0.31; H 0.49; H 0.01; H 0.38; H 0.41; H 0.21; H 0.39; H 0.38; H 0.14; H 0.52; H 0.43; C -1.47; C 0.00; C -0.84; N 1.02; C -0.44; C -0.70; C -0.60; C 0.25; C -0.07; H 0.43; H 0.28; H 0.41; H 0.32; H 0.34; H 0.51; H 0.05; H 0.43; H -0.01; H -0.09; H 0.54; H 0.38; H -0.21; H 0.52; H -0.38; H 0.27; H -0.63; H 0.62; C -1.28; C 0.22; C -0.49; N 0.51; C -1.08; C 0.21; C -0.64; C -0.66; C -0.31; H 0.48; H 0.50; H -0.04